[1]
C29H71B2FN2O13S8 | the ωB97M-V functional and the def2-TZVPD basis

Geometry as XYZ:
```
126
Properties=species:S:1:pos:R:3:forces:R:3:mulliken_charge:R:1
S 1.35038 0.51350 -5.41787 -0.138 0.061 -0.040 -0.2375
S 0.20046 -0.64800 7.45026 -0.056 0.058 0.058 0.4007
S 4.75483 8.01006 0.12841 -0.078 0.081 -0.013 0.3885
S -7.60290 0.25278 0.50922 -0.005 0.060 0.098 0.3852
S -1.02738 -5.47657 9.54575 0.042 -0.034 0.041 0.4702
S 0.21854 1.67038 3.66182 0.026 0.083 0.036 0.5265
S 4.24698 3.63393 2.59592 0.013 0.101 -0.175 0.3772
S 7.08846 -0.06551 -4.18365 0.069 -0.051 0.012 0.4122
F -2.94091 -0.34738 -4.79985 0.196 -0.086 -0.391 -0.5600
O 0.81926 -2.69374 -3.58136 -1.769 1.431 0.410 -0.6980
O -0.15094 0.61441 6.73679 0.021 -0.204 0.038 -0.5470
O 4.87571 6.62593 0.66682 0.106 0.147 -0.017 -0.5331
O 0.07920 2.70932 2.59533 -0.025 -0.034 -0.132 -0.6186
O -2.77023 -0.67971 -1.13594 0.658 -0.362 -0.364 -0.8897
O 0.06752 -0.62217 -3.00935 0.337 -0.257 0.317 -0.2525
O -2.11027 -6.67561 -2.79424 -0.761 0.812 -0.158 -0.5874
O -6.98658 -0.77753 -0.36566 -0.021 -0.052 0.000 -0.5319
O -1.39800 -4.21616 8.84055 -0.005 -0.199 -0.022 -0.5799
O 4.38001 2.24459 3.12915 0.067 -0.072 0.001 -0.6359
O -1.13152 2.78704 -3.72567 -0.590 -0.425 0.094 -0.7696
O -3.89509 -5.66304 -3.75715 0.314 0.454 0.517 -0.4101
O 5.80832 0.68491 -4.16690 -0.030 0.074 -0.035 -0.5111
N -1.32217 1.75010 -1.49329 -0.006 0.658 -1.082 0.1856
N -1.99785 -2.93267 -2.56580 -0.014 -0.055 -0.382 -0.6443
C -1.04276 -6.78372 8.31485 -0.040 -0.061 -0.064 -0.9723
C 7.15309 -0.95224 -5.74599 -0.004 -0.086 -0.070 -0.9517
C -9.00525 0.92926 -0.38859 -0.049 0.066 -0.066 -0.9442
C -0.07218 2.08107 -0.80281 -0.203 -0.763 0.932 -0.8349
C 6.28347 8.86018 0.53605 0.101 0.013 -0.005 -0.9930
C 5.76455 4.49708 3.00562 0.139 0.050 0.038 -0.8615
C 1.51323 2.26355 4.74621 0.156 0.172 -0.062 -0.2073
C 2.80975 0.83937 -3.06783 0.025 -0.321 -0.171 -0.9980
C -1.59077 -2.10781 -3.75234 1.053 -0.757 0.604 1.0446
C 0.15538 -1.97966 6.24501 -0.001 -0.072 -0.093 -0.9086
C 4.54327 3.53673 0.83159 -0.004 -0.001 -0.194 -0.4828
C -1.25320 -1.18629 8.34180 -0.036 -0.062 0.185 -0.8040
C -4.73393 -0.86740 -2.72112 0.580 -0.532 -0.167 -1.0228
C -2.39682 2.68359 -1.17628 -0.008 -0.016 0.251 -1.2188
C -3.13459 -6.02883 -2.69726 0.811 -0.674 0.110 0.7690
C 5.05619 7.90534 -1.63828 0.052 -0.017 -0.081 -0.9759
C -3.20047 -5.16305 -4.90663 -0.157 -0.182 -0.757 -0.7608
C -1.88460 -2.93452 -4.98620 -0.490 0.328 -0.351 -1.3078
C -0.90040 0.23259 -3.64291 0.399 -0.176 -1.371 1.4815
C 1.20782 0.34546 2.95012 0.020 -0.045 -0.172 -0.4688
C -6.57279 1.72044 0.38656 0.029 0.085 -0.025 -0.8743
C -2.49127 -6.02502 10.42842 -0.092 -0.037 0.012 -0.9790
C 2.04183 1.60814 -4.13806 0.363 -0.115 0.119 -0.1508
C -0.43522 0.42909 -5.12183 0.063 -0.083 0.260 -0.7688
C -2.14956 -0.68646 -3.68995 -1.322 0.526 1.383 -0.1794
C -3.68449 -5.57584 -1.37220 -0.311 -0.009 -0.223 -0.9538
C -0.08979 -1.88321 -3.48508 1.436 -0.891 -0.639 -0.4574
C -3.25977 -3.63194 -4.99739 0.221 -0.430 0.030 -0.4031
C 6.85046 -1.52033 -3.15510 -0.014 -0.103 0.020 -0.9101
B -1.14083 1.64338 -2.92388 0.585 0.043 0.665 0.5225
B -3.19084 -0.73167 -2.43930 -0.332 0.135 -0.043 0.7322
H 3.24641 -0.03417 -3.53944 0.131 -0.166 -0.002 0.2131
H -1.44753 -2.66512 -1.75657 -0.134 0.255 0.148 0.3023
H -9.41232 1.77695 0.16247 0.000 -0.010 0.021 0.3671
H 5.98926 7.37199 -1.81924 -0.002 -0.016 0.048 0.3089
H -3.72007 -5.58170 -5.76111 -0.119 -0.185 -0.077 0.2891
H 0.79762 1.64968 -1.28955 0.021 0.007 -0.227 -0.0734
H 5.10214 8.91087 -2.05568 -0.022 0.012 0.010 0.3998
H -3.29803 -1.30734 -0.63783 -0.441 0.259 0.407 0.3297
H 7.25393 -0.21808 -6.54213 0.001 0.043 0.028 0.3134
H -2.18210 -5.53763 -4.95758 0.125 -0.149 0.314 0.4655
H 2.76222 2.22164 -4.66956 0.022 0.140 -0.206 0.6068
H -9.75881 0.14899 -0.46785 0.025 -0.038 0.027 0.3277
H -1.98929 -6.76596 7.77507 -0.010 0.046 0.020 0.3117
H -1.99199 3.01468 -4.07685 -0.098 0.343 -0.324 0.3589
H 0.61544 -0.13683 2.17346 -0.043 0.017 0.019 0.2192
H 2.18941 0.47550 -2.25821 -0.130 0.029 0.101 0.1332
H 6.31749 8.98713 1.61583 -0.049 -0.016 0.011 0.3149
H -0.76741 -0.43214 -5.69657 0.208 -0.133 -0.202 0.1224
H -3.74501 -3.39605 -5.93723 -0.199 0.195 -0.069 0.5064
H 8.01658 -1.61753 -5.74955 0.014 0.014 0.006 0.3802
H 7.72293 -2.16865 -3.23731 0.015 0.015 0.006 0.3829
H 0.06040 3.15384 -0.66599 0.060 0.224 -0.302 0.2819
H 0.97518 -1.83268 5.54603 0.044 0.036 0.005 0.2769
H -2.68834 -5.31085 11.22463 0.043 0.030 -0.006 0.3129
H 1.14276 3.14339 5.26804 -0.095 -0.028 -0.020 0.4066
H 4.22791 7.36126 -2.08665 -0.029 -0.006 0.044 0.3138
H -4.96250 -1.49392 -3.57832 0.007 -0.056 -0.191 0.3349
H -8.68683 1.23691 -1.38460 0.045 -0.028 0.007 0.2878
H -5.20831 -1.30115 -1.84745 -0.374 0.181 0.105 0.3566
H -1.10120 -3.67827 -5.10580 0.262 -0.011 0.079 0.7487
H 5.94972 -2.04691 -3.47077 -0.018 0.049 -0.024 0.2732
H -1.06231 -2.17708 8.76489 -0.066 0.206 -0.081 0.2818
H -0.91066 1.28537 -5.57838 -0.184 0.183 0.118 0.5127
H 2.37192 2.51191 4.12127 -0.083 -0.051 0.122 -0.2143
H 1.76665 1.49776 5.47059 -0.039 -0.065 0.067 0.2249
H -3.33899 -6.05864 9.74446 0.028 0.027 -0.035 0.3118
H -3.10119 2.78588 -2.00208 -0.074 -0.090 -0.170 0.3684
H -6.42096 1.97275 -0.66308 -0.016 -0.051 -0.014 0.2452
H -0.10436 1.66627 0.20228 0.092 0.024 0.205 0.4429
H -7.05253 2.54497 0.91376 0.002 -0.009 0.021 0.4754
H -2.10450 -1.22135 7.66195 0.028 0.016 -0.042 0.2759
H 1.45328 -0.37653 3.72619 0.005 -0.026 0.051 0.1381
H 2.12008 0.76193 2.52092 0.003 0.053 0.063 0.1922
H -2.30523 -7.00931 10.85734 0.022 0.003 0.011 0.3835
H -3.90706 -3.31382 -4.19000 -0.071 0.314 0.081 0.1367
H 0.27915 -2.93050 6.76336 -0.032 0.011 0.040 0.3965
H -5.61556 1.49648 0.85285 -0.009 -0.044 0.013 0.2511
H 3.71846 2.98257 0.38622 -0.033 -0.031 0.084 0.0719
H -2.98455 2.33062 -0.33180 0.046 -0.071 0.258 0.2696
H -2.02448 3.68279 -0.95032 0.045 0.171 0.060 0.3318
H 5.75456 5.47157 2.51991 -0.051 -0.006 -0.046 0.2383
H -2.87850 -5.15414 -0.78611 0.227 -0.087 0.114 0.3007
H 6.73893 -1.18600 -2.12608 0.002 0.051 -0.006 0.3169
H -0.90082 -7.74483 8.80830 0.021 0.004 0.014 0.3815
H -0.79523 -1.95713 5.71195 -0.008 0.047 0.019 0.2756
H 5.48066 3.00942 0.65014 -0.008 -0.035 0.076 0.3545
H -1.85318 -2.28229 -5.85236 0.232 0.076 -0.136 0.2429
H -1.44708 -0.46660 9.13540 0.058 0.044 -0.030 0.3733
H 1.30346 2.29535 -3.73771 -0.219 0.013 -0.037 0.0569
H -0.22166 -6.60328 7.62471 0.022 0.038 0.026 0.3141
H 6.61969 3.90809 2.67257 -0.035 -0.049 0.000 0.2759
H -5.17344 0.10172 -2.94634 -0.103 0.225 0.149 0.2758
H 4.57984 4.54431 0.41723 -0.014 -0.075 0.092 0.2361
H 7.13343 8.26231 0.20724 -0.032 -0.038 -0.010 0.3093
H 5.79816 4.61787 4.08688 -0.046 -0.049 0.008 0.3482
H 3.65076 1.40599 -2.68278 -0.009 0.281 0.151 0.4256
H -4.44965 -4.82004 -1.49245 -0.172 0.043 -0.082 0.2736
H 6.23176 -1.51872 -5.88150 -0.025 0.033 0.041 0.2962
H -4.09483 -6.43016 -0.84421 -0.022 -0.131 0.132 0.3449
H -1.66123 -3.86624 -2.78217 -0.039 -0.192 0.043 0.3852
H 6.29226 9.83677 0.05277 -0.022 0.010 0.006 0.4062
```
Positions in Å, forces in eV/Å.

Computed properties:
Gap between HOMO and LUMO = 8.25 eV
Net charge = 0
LUMO level = 0.520 eV
HOMO level = -7.73 eV
DFT total energy = -5570.14244 a.u.

***

[2]
C29H71LiN4O11 | the ωB97M-V functional and the def2-TZVPD basis

Geometry as XYZ:
```
116
Properties=species:S:1:pos:R:3:forces:R:3:mulliken_charge:R:1
O -12.62210 3.73568 0.50057 -2.142 0.112 0.586 -0.3346
O 11.05520 2.09550 -7.64661 -0.366 -0.301 0.176 -0.3277
O 4.42184 -0.35703 6.87703 -0.640 1.014 -1.749 -0.2759
O -2.02372 5.18923 4.54039 0.521 0.971 -0.093 -0.5462
O -4.35847 -4.62303 2.80803 0.182 0.740 -1.263 -0.3519
O 1.88635 -0.82495 1.00595 2.316 -1.587 -1.161 -0.7244
O -8.88308 -0.05040 -4.18740 -2.922 0.332 2.269 -0.3552
O -1.57528 -7.31731 -2.30965 0.387 0.370 -1.117 -0.3727
O 0.34886 0.49581 1.61837 -1.770 1.505 -0.579 -0.7681
O 10.19553 -0.58175 5.93896 -0.740 0.309 1.410 -0.3611
O 6.22514 3.32374 -5.10431 -3.636 1.998 -0.499 -0.3717
N -3.42512 -6.37238 0.45476 -1.653 0.638 -0.609 -0.1643
N 6.72647 -0.45957 5.04133 1.852 -0.441 -0.144 -0.3544
N -10.92992 2.56569 -2.50792 1.485 0.623 0.853 -0.3213
N 8.44018 1.26825 -6.06479 -0.234 1.401 -0.745 -0.3651
C -3.29786 5.70118 4.10387 -0.455 -2.102 1.964 0.1799
C 9.26746 -0.92773 4.84822 2.046 0.370 0.288 -0.5737
C -11.54061 3.76682 -0.36503 0.292 -1.983 -1.222 -0.5188
C -5.02512 -5.74023 2.17137 -0.562 0.059 1.532 -0.7401
C -3.48284 5.28026 2.64982 -0.152 0.954 1.114 -1.0858
C 9.19594 0.64707 -7.14031 0.608 -1.198 0.385 -0.6015
C -7.61996 -0.60329 -4.06599 0.904 0.820 -1.378 -0.7121
C -4.29177 5.01652 5.12968 -0.037 0.426 -0.941 -1.0959
C 5.36209 -1.39910 6.85740 1.542 -0.621 1.185 -0.6190
C -2.70934 -7.18840 -3.12707 -1.279 0.217 0.862 -0.6947
C -9.28352 0.76414 -3.01649 0.697 0.204 -1.564 -0.4805
C -1.49839 -6.44271 -1.16998 0.040 -2.957 0.378 -0.4766
C -2.26770 -7.12464 0.04683 0.107 1.560 0.278 -0.7124
C 6.98003 1.50497 -6.37846 1.052 -1.423 -0.144 -0.4990
C -4.02760 -6.77470 1.72234 0.675 0.578 -0.798 -0.4623
C 3.16925 -0.65181 7.41608 -0.882 -1.695 1.130 -0.8905
C -10.64093 1.38762 -3.27252 -0.392 -0.459 -0.608 -0.6078
C -4.33102 -3.43352 1.98311 -0.853 -0.361 -0.258 -0.6719
C 4.87487 3.75812 -5.61878 0.588 -0.868 0.176 -0.7939
C 10.84182 0.75583 6.02781 -0.262 -2.065 -1.777 -0.6263
C 6.74876 -0.85562 6.46681 -1.354 0.908 -0.041 -0.6885
C 6.24236 1.93727 -5.14396 1.935 -1.268 0.233 -0.6863
C 8.08660 -0.02315 4.58629 -0.752 1.058 0.631 -0.5713
C 10.71637 0.93521 -6.91028 -1.024 -1.012 -0.917 -0.7775
C 0.19381 -0.46163 -0.67312 0.441 0.483 -0.449 -0.7874
C 12.24554 2.63852 -7.17455 0.026 1.212 0.440 -0.7495
C -13.92124 4.18976 0.01205 0.809 0.856 0.662 -0.7285
C 0.86358 -0.20813 0.71708 -0.553 -0.111 1.391 0.6109
C -11.41884 2.36719 -1.12141 -0.903 1.412 -1.312 -0.4668
Li 3.23929 1.19108 4.36657 -0.078 -0.527 -0.366 0.9406
H -9.30512 0.27208 -2.04412 0.367 -0.656 -0.169 0.3071
H 4.04488 3.57876 -4.93537 0.451 0.093 0.928 0.3124
H 8.95234 -1.96086 4.99463 -0.016 0.006 0.635 0.3832
H 6.89644 0.06223 7.03588 -0.082 0.293 -0.030 0.2732
H 3.29530 -1.00597 8.43920 -0.014 0.315 0.423 0.3151
H -4.05213 -3.63250 0.94835 0.034 -0.285 -0.093 0.2434
H 6.69505 2.20102 -7.16738 0.630 0.130 -0.417 0.3163
H 6.65294 0.51084 -6.68311 -0.258 -0.100 -0.130 0.4290
H -10.70695 1.64574 -4.32945 0.188 0.043 -0.064 0.4136
H 12.47011 3.56033 -7.71112 0.094 -0.297 -0.520 0.2691
H -4.46552 5.62653 2.32959 0.074 -0.239 -0.438 0.3309
H 8.99534 2.10762 -6.15059 -0.913 1.419 1.235 0.2302
H -14.59196 4.35961 0.85430 0.527 -0.060 0.482 0.2713
H -5.34173 -3.02649 1.95294 -0.165 0.133 -0.066 0.2744
H -3.28082 -5.37382 0.50122 0.452 -0.091 -0.155 0.0811
H 4.55028 3.09939 -6.42426 0.558 0.081 -0.569 0.3287
H -2.64811 -8.13464 -0.10582 0.582 -0.150 -0.691 0.4093
H -11.54341 3.14471 -3.06331 -0.173 0.128 0.520 0.2351
H -11.43887 0.66338 -3.10866 -0.072 -0.639 -0.018 0.2657
H 13.08618 1.94523 -7.20262 0.080 -0.074 -0.026 0.2964
H -0.65130 -1.14943 -0.64455 0.000 0.018 0.396 0.1444
H -10.62493 3.87958 0.21541 -0.134 0.238 0.165 0.2963
H -4.18665 3.93506 5.04314 -0.144 -0.104 -0.254 0.2738
H -0.13778 0.42522 -1.21316 -0.355 0.440 0.625 0.2806
H -2.67439 5.77848 2.11476 -0.204 -0.202 -0.407 0.2993
H 7.56967 -1.47008 6.83643 -0.047 -0.638 -0.496 0.4532
H -3.33235 6.77589 4.28251 0.350 0.001 -0.283 0.3192
H -5.33280 5.29380 4.96393 -0.109 -0.063 -0.148 0.3441
H 7.98894 0.14295 3.51345 0.103 0.205 0.033 0.3155
H 0.89645 -0.85636 -1.40700 0.353 -0.457 0.445 0.2824
H 11.66126 0.64210 5.31811 -0.349 0.926 -0.995 0.2735
H 9.92672 -1.01623 3.98472 -0.214 0.362 -0.527 0.3752
H 2.38647 0.10666 7.40803 0.857 0.934 -0.090 0.3100
H -10.86147 1.65532 -0.51257 0.409 0.117 -0.390 0.2790
H 10.08194 1.51698 5.85077 0.589 0.264 -0.094 0.2503
H 11.33894 0.10306 -7.23896 -0.032 -0.261 -0.491 0.4976
H 5.31620 1.36848 -5.06156 -0.448 0.637 0.233 0.3699
H -5.67932 -6.13801 2.94718 0.357 -0.394 0.451 0.4229
H -11.59326 4.58054 -1.08834 -0.102 0.101 -0.162 0.3622
H 4.78141 4.79171 -5.95202 0.831 -0.043 0.166 0.2846
H -7.59145 -1.65311 -4.35781 -0.162 -0.194 0.610 0.2331
H 8.24998 0.92792 5.09310 0.239 0.226 -0.282 0.3160
H 6.93100 1.61523 -4.36283 -0.411 -0.083 0.544 0.3921
H 8.98818 -0.42015 -7.06292 0.234 -0.235 -0.548 0.3994
H -1.63295 -7.15049 0.93256 0.851 -0.340 -0.012 0.4635
H 5.40117 -1.81046 7.86603 0.266 0.104 0.462 0.3842
H -3.37768 4.19633 2.60343 -0.178 0.014 -0.299 0.3238
H -3.55690 -7.34779 -2.46050 -0.599 0.195 -0.176 0.2735
H -5.80672 -5.49362 1.45277 0.596 0.602 -0.741 0.3451
H -1.75698 -5.39917 -1.34958 -0.319 -0.059 -0.108 0.3952
H 11.48138 0.95424 6.88787 -1.119 -0.652 0.964 0.2639
H -12.40317 1.93085 -1.29110 -0.543 -0.037 0.864 0.3247
H 5.19388 -2.31300 6.28769 -0.948 0.315 -0.829 0.3724
H -8.51546 1.53756 -3.01919 -0.136 0.376 0.534 0.3479
H -13.76686 5.17245 -0.43358 -0.080 0.038 -0.322 0.3171
H -0.42381 -6.55284 -1.02421 -0.049 0.637 0.685 0.2256
H 6.65055 -1.24660 4.41291 -0.990 -0.787 0.399 0.3079
H -3.21496 -6.77534 2.44880 -0.087 -0.411 0.676 0.3226
H -4.46785 -7.76823 1.63757 -0.072 -0.051 0.015 0.3547
H -7.12252 -0.34818 -3.13027 0.012 -0.413 0.081 0.3482
H -4.07377 5.22521 6.17706 0.345 0.420 -0.175 0.3098
H 10.96176 0.96814 -5.84877 -0.322 0.705 0.321 0.3937
H -3.68086 -2.61248 2.28523 0.258 -0.587 0.812 0.2923
H -2.83644 -7.91157 -3.93265 0.892 -0.394 0.237 0.2801
H 12.06680 3.01367 -6.16686 0.331 -0.310 0.520 0.3162
H -1.96379 4.28531 4.22269 0.012 -0.106 -0.057 0.3474
H -2.82322 -6.21686 -3.60796 0.249 0.369 0.162 0.2629
H 8.89060 1.04806 -8.10680 0.228 -0.204 -0.344 0.3367
H 2.60667 -1.47774 6.98082 0.508 -0.462 -0.802 0.3885
H -14.56538 3.59181 -0.63264 0.903 -0.742 -0.499 0.2752
H -7.13212 -0.07243 -4.88349 1.169 -0.215 0.082 0.2492
```
Positions in Å, forces in eV/Å.

Computed properties:
Gap between HOMO and LUMO = 4.64 eV
Net charge = 0
LUMO level = -1.802 eV
HOMO level = -6.44 eV
DFT total energy = -2201.27490 a.u.